{"formula": "C14H23CuF3NO3PS", "method": "the ωB97M-V functional and the def2-TZVPD basis", "elements": ["C", "C", "C", "C", "C", "C", "C", "C", "N", "Cu", "C", "P", "H", "H", "H", "H", "H", "H", "H", "H", "C", "C", "H", "C", "C", "H", "H", "H", "H", "H", "H", "H", "H", "H", "H", "H", "H", "H", "H", "F", "C", "F", "F", "S", "O", "O", "O"], "positions_angstrom": [[3.292625, -2.097548, -0.007761], [3.167904, -1.022623, -0.878784], [2.003461, -0.233256, -0.893492], [0.957584, -0.514654, -0.013801], [1.146774, -1.518532, 0.940563], [2.295166, -2.324370, 0.928319], [1.950099, 0.827155, -1.962026], [0.558175, 1.281673, -2.424288], [-0.520546, 0.262659, -2.356087], [-0.854849, 0.258101, -0.362821], [0.080112, -1.776905, 1.961332], [-1.473229, -1.044605, 1.290473], [3.942014, -0.813262, -1.612165], [2.329821, -3.148417, 1.637403], [4.142878, -2.768515, -0.073690], [0.277615, -1.266097, 2.917665], [-0.071123, -2.848220, 2.142484], [2.461601, 1.740922, -1.614373], [2.536732, 0.471191, -2.824389], [0.230185, 2.114652, -1.785894], [-2.319023, -0.668057, 2.841621], [-2.317009, -2.497567, 0.592851], [0.624210, 1.661586, -3.455877], [-0.156782, -1.140441, -2.685142], [-1.714149, 0.729153, -3.100190], [-2.378947, 1.153659, -0.082770], [-0.757545, -1.464115, -3.542541], [0.906542, -1.250551, -2.920575], [-0.397688, -1.792406, -1.839408], [-1.903411, 0.095551, -3.973238], [-2.580242, 0.727463, -2.440393], [-1.563342, 1.747618, -3.459079], [-2.467389, -3.251473, 1.371077], [-3.280252, -2.151296, 0.198337], [-1.719166, -2.905606, -0.229180], [-2.296332, -1.539223, 3.507636], [-1.804209, 0.175795, 3.312561], [-3.355296, -0.392621, 2.625227], [-1.848492, 1.721817, -0.364427], [0.751149, 5.013260, 2.737004], [-0.031944, 3.909658, 2.655927], [-0.534811, 3.640575, 3.889020], [-1.071533, 4.194235, 1.831908], [0.855343, 2.389385, 1.965554], [1.254406, 2.760102, 0.614923], [1.905361, 2.143031, 2.927589], [-0.252451, 1.411117, 2.012919]], "forces_ev_per_angstrom": [[0.0, 0.1, 0.1], [-0.5, 0.0, 0.1], [0.4, -0.3, -0.1], [0.7, -0.3, -0.1], [0.4, -0.3, 0.0], [-0.5, 0.3, -0.1], [0.0, 0.4, -0.3], [0.3, 0.3, -0.2], [0.0, 0.0, -0.1], [0.7, 0.2, 0.7], [-0.4, 0.4, -0.2], [0.6, -1.0, 1.1], [0.0, -0.1, 0.1], [0.2, 0.1, -0.1], [0.0, 0.2, 0.1], [0.1, -0.1, -0.3], [0.0, 0.2, 0.1], [-0.2, -0.3, 0.0], [-0.3, 0.1, 0.2], [0.1, -0.1, -0.2], [-0.6, 0.2, 0.0], [-0.3, 0.1, 0.1], [0.1, 0.0, 0.2], [-0.2, -0.1, -0.5], [0.1, 0.0, 0.0], [0.8, 1.2, -0.5], [0.3, 0.0, 0.1], [-0.3, 0.0, 0.1], [0.2, 0.0, -0.3], [0.0, 0.1, 0.2], [-0.2, -0.1, -0.2], [0.0, 0.0, 0.1], [-0.1, 0.0, -0.2], [0.1, -0.3, 0.0], [-0.1, 0.0, 0.2], [0.0, 0.1, -0.2], [-0.1, -0.1, -0.2], [0.0, 0.0, 0.2], [-1.1, -0.5, 0.4], [-0.6, -0.9, 0.0], [0.1, -0.2, -0.2], [0.4, 0.4, -0.9], [0.3, 0.1, 0.5], [-0.2, 0.1, 0.6], [-0.3, -0.1, 0.5], [-0.3, 0.1, -0.5], [0.4, 0.5, -0.2]], "mulliken_charge": [-0.87, -0.83, 1.07, -0.38, 1.76, -0.74, -1.30, -0.71, 0.18, -1.03, -1.58, 1.65, 0.41, 0.45, 0.39, 0.41, 0.56, 0.47, 0.52, 0.39, -1.20, -1.53, 0.52, -0.74, -1.07, 0.06, 0.32, 0.37, 0.10, 0.35, 0.27, 0.36, 0.42, 0.38, 0.41, 0.40, 0.38, 0.41, -0.04, -0.22, 0.53, -0.23, -0.24, 1.11, -0.66, -0.70, -0.60], "relative_energy_kj_mol": 0.0, "multiplicity": 2, "e_tot_ha": -3507.27546}

{"formula": "C8H23FNO6PSSi2", "method": "the ωB97M-V functional and the def2-TZVPD basis", "elements": ["C", "C", "C", "O", "Si", "O", "C", "C", "O", "Si", "N", "F", "P", "S", "H", "H", "H", "H", "H", "H", "H", "H", "H", "H", "H", "H", "H", "H", "H", "H", "H", "C", "O", "C", "O", "O", "C", "H", "H", "H", "H", "H", "H"], "positions_angstrom": [[-2.670835, 3.600946, -2.644273], [-2.615118, 2.192992, -3.277739], [-1.353333, 1.494287, -2.730824], [-1.217764, 0.239412, -3.430067], [-0.506023, -0.985575, -2.581486], [1.123362, -1.140301, -2.933222], [1.737374, 0.069040, -3.390444], [3.254851, 0.017100, -3.167271], [-0.818449, -0.969821, -0.954804], [0.382318, -0.424170, 0.074333], [0.083723, 1.255102, 0.432896], [0.181868, -1.183446, 1.471802], [-1.447683, -2.870277, -3.370853], [-2.887924, -3.429844, -2.138984], [-2.239076, 3.517820, -1.637952], [-2.074947, 4.350385, -3.172142], [-3.695749, 3.957590, -2.529935], [-2.637438, 2.193978, -4.367315], [-3.460013, 1.635753, -2.860734], [-0.503614, 2.153283, -2.956595], [-1.512194, 1.389056, -1.655431], [1.581480, 0.271601, -4.453937], [1.383325, 0.920740, -2.790306], [3.686017, 1.021221, -3.189437], [3.484338, -0.392875, -2.177710], [3.737065, -0.637729, -3.896745], [1.740820, -0.643713, -0.406643], [0.734393, 1.860604, -0.054763], [0.106485, 1.426029, 1.432513], [-2.060143, -2.581997, -4.612644], [-0.498719, -3.915107, -3.449459], [0.024804, -2.964374, 4.627289], [0.942339, -2.471647, 5.608508], [0.748996, -1.199086, 5.951528], [-0.101651, -0.467595, 5.515756], [1.666823, -0.873615, 6.866969], [1.578621, 0.473241, 7.330421], [0.285346, -4.001705, 4.434895], [-0.996904, -2.923290, 5.001337], [0.114576, -2.402337, 3.699494], [0.618096, 0.653219, 7.810809], [1.730843, 1.173551, 6.510404], [2.369714, 0.611552, 8.062760]], "forces_ev_per_angstrom": [[0.2, -0.3, 0.1], [0.3, 0.3, 1.2], [-1.3, 0.9, -1.4], [0.8, -0.4, 1.4], [-0.1, -0.8, -0.7], [-1.0, 0.6, -0.1], [1.5, 0.5, 0.6], [-0.2, -0.5, 0.3], [1.7, 0.5, -0.7], [-1.3, 0.6, 1.0], [0.5, -0.9, -0.3], [0.1, 0.0, -0.4], [-1.4, -0.4, 1.2], [0.1, 0.1, 0.0], [-0.2, 0.2, 0.0], [-0.1, -0.1, -0.1], [0.1, 0.1, -0.1], [0.0, 0.0, 0.1], [0.0, -0.1, -0.5], [0.1, -0.3, 0.2], [0.4, -0.2, -0.1], [-0.5, -0.2, 0.2], [-0.2, -0.1, -0.3], [0.0, -0.1, -0.3], [-0.1, 0.0, -0.1], [0.0, 0.2, 0.0], [0.0, -0.2, -0.2], [-0.1, 0.3, 0.3], [0.0, 0.3, -0.1], [0.9, -0.1, -0.2], [0.2, 0.4, -0.7], [-0.1, -0.2, -0.2], [0.0, 0.0, 0.0], [0.0, -0.1, 0.0], [0.1, 0.0, 0.0], [0.0, 0.0, 0.0], [0.1, 0.2, 0.1], [0.2, 0.0, 0.2], [0.0, 0.1, 0.0], [-0.1, 0.1, 0.1], [0.0, 0.0, -0.1], [-0.1, 0.0, 0.0], [0.0, -0.2, 0.0]], "mulliken_charge": [-1.19, -0.39, -0.39, -0.25, 0.51, -0.27, 0.13, -1.35, -0.01, 0.28, -0.51, -0.20, -0.04, -0.43, 0.33, 0.31, 0.36, 0.34, 0.28, 0.23, 0.34, 0.33, 0.03, 0.38, 0.29, 0.33, -0.15, 0.24, 0.25, 0.08, 0.09, -0.30, -0.32, 0.82, -0.54, -0.33, -0.62, 0.22, 0.29, 0.02, 0.29, 0.29, 0.22], "multiplicity": 1, "e_tot_ha": -2243.47475}

{"formula": "C35H38F2N5O2PRhS", "method": "the ωB97M-V functional and the def2-TZVPD basis", "elements": ["Rh", "F", "C", "C", "C", "C", "C", "F", "C", "C", "C", "C", "C", "C", "N", "H", "H", "H", "H", "H", "H", "N", "C", "C", "C", "C", "C", "C", "S", "O", "O", "N", "C", "N", "C", "C", "C", "N", "H", "H", "H", "H", "H", "H", "H", "H", "H", "C", "C", "C", "C", "P", "C", "C", "C", "C", "C", "C", "C", "C", "C", "C", "H", "H", "H", "H", "H", "H", "H", "H", "H", "H", "H", "H", "H", "H", "H", "H", "H", "H", "H", "H", "H", "H", "H"], "positions_angstrom": [[-0.303364, -1.084051, 1.074057], [0.356645, -6.274665, -0.166395], [0.699317, -5.248827, 0.620749], [0.159098, -4.003318, 0.353639], [0.503942, -2.917670, 1.145150], [1.370834, -3.118664, 2.238493], [1.897002, -4.391690, 2.445203], [2.744099, -4.612699, 3.462732], [1.586161, -5.473844, 1.650266], [1.577579, -1.965633, 3.118351], [2.251103, -1.964637, 4.332907], [2.246227, -0.824000, 5.117032], [1.541690, 0.289150, 4.696541], [0.904124, 0.240949, 3.474052], [0.961645, -0.839898, 2.679925], [-0.502477, -3.921338, -0.493253], [2.009433, -6.449176, 1.841066], [2.749672, -2.856079, 4.671614], [2.765888, -0.822120, 6.065989], [1.468056, 1.183853, 5.297393], [0.313647, 1.075495, 3.116725], [-4.153875, 5.299635, -2.532616], [-3.686877, 4.555021, -1.471879], [-4.580787, 3.918232, -0.602233], [-4.116220, 3.132436, 0.432391], [-2.747277, 2.975705, 0.612968], [-1.845564, 3.609649, -0.233864], [-2.309331, 4.389862, -1.271525], [-2.132927, 1.973576, 1.904435], [-3.153947, 1.778786, 2.887472], [-0.850815, 2.495140, 2.309974], [-1.762360, 0.527521, 1.193480], [-2.729876, -0.253179, 0.670079], [-2.172195, -1.419163, 0.218237], [-2.986014, -2.392264, -0.192927], [-4.343913, -2.189200, -0.269539], [-4.807313, -0.928610, 0.105979], [-4.028424, 0.028043, 0.584039], [-5.105942, 5.620552, -2.482304], [-3.520597, 5.966899, -2.939150], [-5.646576, 4.051590, -0.742903], [-4.800598, 2.641367, 1.109241], [-0.784072, 3.505547, -0.055117], [-1.608307, 4.893342, -1.927449], [-2.536203, -3.336077, -0.471625], [-5.010197, -2.963177, -0.616424], [-5.861185, -0.685206, 0.023833], [3.430028, -0.913844, 0.583551], [2.768366, -0.976324, -0.795784], [2.886250, -2.413556, -1.313175], [3.580745, -0.037491, -1.706004], [0.971763, -0.382726, -0.703584], [1.205862, 1.423411, -0.559632], [1.185922, 2.300339, -1.649646], [1.569006, 3.622876, -1.503143], [1.970879, 4.107708, -0.265754], [1.985181, 3.255393, 0.824777], [1.613745, 1.928501, 0.670588], [0.092138, -0.705734, -2.344094], [-1.170784, 0.171650, -2.420387], [-0.346523, -2.171301, -2.422455], [0.950687, -0.469003, -3.601861], [4.496235, -1.103042, 0.440864], [3.051861, -1.681987, 1.246290], [3.336057, 0.063117, 1.056518], [3.938850, -2.700285, -1.258630], [2.580962, -2.516268, -2.352505], [2.320983, -3.118550, -0.706308], [4.592080, -0.446339, -1.758115], [3.651325, 0.967759, -1.293922], [3.205415, 0.026050, -2.722348], [0.883667, 1.975333, -2.627761], [1.551537, 4.277010, -2.365286], [2.263315, 5.143422, -0.154023], [2.275245, 3.618269, 1.801654], [1.645904, 1.280920, 1.527567], [-1.790870, 0.085174, -1.532481], [-1.761817, -0.171932, -3.272551], [-0.962678, 1.227043, -2.567234], [-1.098542, -2.393942, -1.678084], [0.481751, -2.868442, -2.315768], [-0.795391, -2.334264, -3.404690], [1.406975, 0.511261, -3.673955], [0.281570, -0.580304, -4.457993], [1.733374, -1.217065, -3.709449]], "forces_ev_per_angstrom": [[0.0, -0.2, 0.2], [0.0, 0.0, 0.0], [0.0, 0.0, 0.0], [0.0, 0.0, 0.0], [0.0, 0.0, 0.0], [0.0, -0.1, 0.0], [0.0, 0.0, 0.0], [0.0, 0.0, 0.0], [0.0, 0.0, 0.0], [0.0, 0.0, 0.0], [0.0, 0.0, 0.0], [0.0, 0.0, 0.0], [0.0, 0.0, 0.0], [0.0, 0.0, 0.0], [0.0, 0.1, 0.0], [0.0, 0.0, 0.0], [0.0, 0.0, 0.0], [0.0, 0.0, 0.0], [0.0, 0.0, 0.0], [0.0, 0.0, 0.0], [0.0, 0.0, 0.0], [0.0, 0.0, 0.0], [0.0, 0.0, 0.0], [0.0, 0.0, 0.0], [0.0, 0.0, 0.0], [0.0, 0.0, 0.0], [0.0, 0.0, 0.0], [0.0, 0.0, 0.0], [0.0, 0.0, 0.0], [0.0, 0.0, 0.0], [0.0, 0.0, 0.0], [-0.1, 0.0, -0.2], [0.0, 0.0, 0.0], [0.0, 0.1, 0.1], [0.0, 0.0, 0.0], [0.0, 0.0, 0.0], [0.0, 0.0, 0.0], [0.0, 0.0, 0.0], [0.0, 0.0, 0.0], [0.0, 0.0, 0.0], [0.0, 0.0, 0.0], [0.0, 0.0, 0.0], [0.0, 0.0, 0.0], [0.0, 0.0, 0.0], [0.0, 0.0, 0.0], [0.0, 0.0, 0.0], [0.0, 0.0, 0.0], [0.0, 0.0, 0.0], [0.0, 0.0, 0.0], [0.0, 0.0, 0.0], [0.0, 0.0, 0.0], [0.0, 0.1, -0.1], [0.0, 0.0, 0.0], [0.0, 0.0, 0.0], [0.0, 0.0, 0.0], [0.0, 0.0, 0.0], [0.0, 0.0, 0.0], [0.0, 0.0, 0.0], [0.0, 0.0, 0.0], [0.0, 0.0, 0.0], [0.0, 0.0, 0.0], [0.0, 0.0, 0.0], [0.0, 0.0, 0.0], [0.0, 0.0, 0.0], [0.0, 0.0, 0.0], [0.0, 0.0, 0.0], [0.0, 0.0, 0.0], [0.0, 0.0, 0.0], [0.0, 0.0, 0.0], [0.0, 0.0, 0.0], [0.0, 0.0, 0.0], [0.0, 0.0, 0.0], [0.0, 0.0, 0.0], [0.0, 0.0, 0.0], [0.0, 0.0, 0.0], [0.0, 0.0, 0.0], [0.0, 0.0, 0.0], [0.0, 0.0, 0.0], [0.0, 0.0, 0.0], [0.0, 0.0, 0.0], [0.0, 0.0, 0.0], [0.0, 0.0, 0.0], [0.0, 0.0, 0.0], [0.0, 0.0, 0.0], [0.0, 0.0, 0.0]], "mulliken_charge": [-1.66, -0.35, 0.00, -0.05, 0.44, 0.06, 0.51, -0.33, -1.03, 0.81, -1.27, -0.57, -1.47, 0.08, 0.53, 0.99, 0.55, 0.64, 0.45, 0.56, 0.62, -0.52, 1.03, -0.85, -0.34, -0.75, 0.15, -0.81, 1.39, -0.76, -0.74, 0.01, 0.57, 0.25, 0.20, -1.04, -0.46, -0.43, 0.23, 0.23, 0.31, 0.49, 0.32, 0.36, 0.34, 0.46, 0.44, -1.69, 2.07, -1.74, -1.61, 3.29, 1.76, -1.27, -1.06, -0.95, -1.25, -0.77, 1.72, -1.77, -1.47, -1.97, 0.64, 0.36, 0.21, 0.55, 0.31, 0.21, 0.57, 0.28, 0.28, 0.15, 0.51, 0.38, 0.45, 0.21, 0.14, 0.62, 0.37, -0.47, 0.28, 0.77, 0.27, 0.60, 0.43], "charge": 1, "multiplicity": 1, "e_tot_ha": -2830.45580}

{"formula": "C4H11NO", "method": "the ωB97M-V functional and the def2-TZVPD basis", "elements": ["C", "C", "C", "N", "C", "H", "H", "H", "H", "H", "H", "H", "H", "H", "O", "H", "H"], "positions_angstrom": [[-1.217904, 2.089998, -2.790036], [-0.883936, 0.907682, -2.255404], [-1.225709, 0.524356, -0.823182], [-0.059458, -0.039775, -0.174187], [-0.328135, -0.723648, 1.113184], [-0.592294, 2.514023, -3.556350], [-1.657610, 2.758109, -2.046666], [-0.072205, 0.295949, -2.648725], [-1.633265, 1.422997, -0.348639], [-2.111112, -0.143566, -0.843430], [0.297816, -0.758172, -0.798314], [-1.099262, -1.504535, 1.100834], [0.682206, -0.970641, 1.453000], [-0.660725, 0.051016, 1.817638], [3.332057, -2.431038, 3.409098], [3.553245, -1.567381, 3.078558], [3.676286, -2.425373, 4.312614]], "forces_ev_per_angstrom": [[1.3, -0.6, 1.8], [0.7, 0.7, 0.7], [-1.3, 0.0, -1.0], [-0.5, -0.6, 0.2], [0.5, 1.8, -0.1], [-0.5, 0.0, -0.7], [-0.5, 0.2, -0.8], [-0.4, -0.1, -0.6], [0.5, 0.0, 0.4], [0.3, -0.3, 0.1], [0.1, 0.2, 0.0], [0.4, -0.2, -0.1], [-0.5, -0.8, 0.3], [-0.1, -0.2, -0.1], [0.0, -0.4, 0.5], [0.1, 0.5, -0.3], [-0.1, -0.1, -0.2]], "mulliken_charge": [-0.70, -0.10, -0.34, -0.42, -0.86, 0.30, 0.25, 0.20, 0.27, 0.25, 0.24, 0.30, 0.30, 0.32, -0.63, 0.32, 0.32], "relative_energy_kj_mol": 227.3, "smiles": "C=CCNC.O", "multiplicity": 1, "e_tot_ha": -288.93045}

{"formula": "C5H11O2", "method": "the ωB97M-V functional and the def2-TZVPD basis", "elements": ["C", "C", "C", "O", "O", "H", "H", "H", "H", "H", "C", "C", "H", "H", "H", "H", "H", "H"], "positions_angstrom": [[-1.002328, 0.284059, 0.762086], [-1.766252, 0.620982, 2.045299], [0.068532, -0.904301, 1.009191], [1.037849, -0.488450, 1.687470], [-0.182036, -2.020878, 0.533821], [-1.635622, -0.219370, 0.016950], [-0.413701, 1.119168, 0.401311], [-1.626685, 1.697649, 2.167888], [-1.278639, 0.155470, 2.907895], [-2.829621, 0.402630, 2.107874], [0.469080, 0.373347, -2.649292], [1.495793, 1.495461, -2.734846], [0.707766, -0.387750, -1.906118], [-0.458369, 0.767128, -2.201134], [0.018156, 0.024681, -3.582921], [0.981612, 2.386048, -3.093614], [2.199828, 1.223258, -3.534718], [2.074936, 1.544433, -1.819354]], "forces_ev_per_angstrom": [[0.0, -2.8, -0.2], [0.9, 0.7, 0.3], [-0.3, 1.9, 0.5], [0.3, -0.6, 0.0], [0.0, -0.3, -0.1], [-0.1, 0.9, -0.2], [-0.2, 0.2, -0.3], [-0.4, 0.1, 0.4], [0.0, 0.0, -0.1], [-0.1, -0.1, -0.4], [-1.8, 0.6, 1.2], [0.0, -1.2, -1.5], [0.3, -0.5, -0.6], [0.3, 0.2, 0.2], [0.9, -0.4, -0.2], [0.4, 0.4, 0.5], [0.1, 0.2, 0.2], [-0.2, 0.6, 0.2]], "mulliken_charge": [0.00, -1.08, 0.47, -0.74, -0.74, 0.18, 0.08, 0.26, 0.31, 0.27, -0.80, -0.82, 0.25, 0.20, 0.36, 0.25, 0.28, 0.29], "charge": -1, "relative_energy_kj_mol": 76.5, "multiplicity": 1, "e_tot_ha": -347.62052}